1.
# ClH4N2OP

A molecular structure, ClH4N2OP (ωB97M-V with the def2-TZVPD basis set, OMol25).

```
9
ClH4N2OP (ωB97M-V with the def2-TZVPD basis set)
N 0.0970 1.3487 -0.5984
N -0.5152 -0.9186 -0.6359
O 1.2839 -0.6634 1.4635
P 0.9359 -0.1793 -0.6922
Cl -0.0905 -0.6083 2.2600
H -0.5021 1.1731 0.1877
H 0.7620 2.1039 -0.3174
H -1.3363 -0.3425 -0.8166
H -0.6347 -1.9136 -0.8507
```

ΔE to the lowest compared entry with this formula, charge and spin in kcal/mol: 99.45
Charge: 0

Atomic partial charges in e from the Löwdin method, atoms 1 to 5: number 1, N, carries -0.222; number 2, N, carries -0.279; number 3, O, carries -1.000; number 4, P, carries 0.886; number 5, Cl, carries 0.473

***

2.
# ClH4NSi

ClH4NSi in the gas phase (ωB97M-V with the def2-TZVPD basis set, OMol25).

```
7
ClH4NSi (ωB97M-V with the def2-TZVPD basis set)
Si 0.6906 0.5355 0.1199
N -0.8639 -0.2951 -0.1988
Cl -1.0133 -2.0715 0.0992
H 1.4991 -0.6457 0.0137
H 0.7798 0.8264 1.5717
H 0.3907 1.6216 -0.7685
H -1.4829 0.0288 -0.8371
```

ΔE to the lowest compared entry with this formula, charge and spin in kcal/mol: 83.46
SMILES: [SiH3]NCl
Charge: 0

Atomic partial charges in e from the Löwdin method, atoms 1 to 5: number 1, Si, carries 0.546; number 2, N, carries -0.639; number 3, Cl, carries 0.413; number 4, H, carries -0.095; number 5, H, carries -0.088

***

3.
# ClH5N3PS

2 unconnected molecules or ions with the total composition ClH5N3PS (ωB97M-V with the def2-TZVPD basis set, OMol25).

```
11
ClH5N3PS (ωB97M-V with the def2-TZVPD basis set)
N 0.7373 1.4243 0.2591
N 0.6492 -1.1269 0.0630
N -1.7888 0.0147 -0.3887
P 1.6795 0.1254 0.1558
S 3.5805 -0.1460 0.4996
Cl -3.0853 -0.0205 0.8401
H -2.2110 -0.2297 -1.2771
H 1.2465 2.2094 0.5835
H 0.8127 -2.1018 0.1045
H -0.2685 -1.0157 -0.2273
H -1.3521 0.8666 -0.6125
```

ΔE to the lowest compared entry with this formula, charge and spin in kcal/mol: 36.61
Charge: 0

Atomic partial charges in e from the Löwdin method, atoms 1 to 5: number 1, N, carries -0.235; number 2, N, carries -0.131; number 3, N, carries -0.430; number 4, P, carries 0.208; number 5, S, carries 0.160

***

4.
# ClH6NSi2

2 unconnected molecules or ions with the total composition ClH6NSi2 (ωB97M-V with the def2-TZVPD basis set, OMol25).

```
10
ClH6NSi2 (ωB97M-V with the def2-TZVPD basis set)
N -0.8187 -0.6767 -0.3479
Si -1.6622 0.7406 0.1454
Si 2.5646 -1.0882 0.1494
Cl 2.7307 0.9664 -0.0103
H -1.2393 -1.3199 -0.9974
H 0.1750 -0.6318 -0.5195
H -1.9525 1.7028 -0.9295
H -2.9232 0.2654 0.7171
H -0.8133 1.3875 1.1485
H 3.9389 -1.3462 0.6442
```

ΔE to the lowest compared entry with this formula, charge and spin in kcal/mol: 44.20
Charge: 0

Atomic partial charges in e from the Löwdin method, atoms 1 to 5: number 1, N, carries -0.205; number 2, Si, carries 0.467; number 3, Si, carries 0.336; number 4, Cl, carries 0.058; number 5, H, carries 0.013

***

5.
# ClH8NSi3

A molecular structure, ClH8NSi3 (ωB97M-V with the def2-TZVPD basis set, OMol25).

```
13
ClH8NSi3 (ωB97M-V with the def2-TZVPD basis set)
N -0.0304 -0.1873 0.1765
Si 1.2831 0.8965 0.5450
Si -1.7998 -0.1895 0.3909
Si 0.3257 -1.6032 -0.9986
Cl -0.2126 -3.3525 -0.1883
H 2.5083 0.2534 1.2108
H 0.6582 1.5537 1.7223
H 1.4316 1.7115 -0.6917
H -2.1564 1.0967 -0.0789
H -2.3534 -0.5339 1.7315
H -2.1326 -1.1344 -0.6536
H 1.7572 -1.5867 -1.2933
H -0.4996 -1.1824 -2.0296
```

ΔE to the lowest compared entry with this formula, charge and spin in kcal/mol: 0.00
Charge: 0

Atomic partial charges in e from the Löwdin method, atoms 1 to 5: number 1, N, carries -0.614; number 2, Si, carries 0.434; number 3, Si, carries 0.480; number 4, Si, carries 0.026; number 5, Cl, carries 0.295

***

6.
# ClHNO

A gas-phase ion, ClHNO (charge -1) (ωB97M-V with the def2-TZVPD basis set, OMol25).

```
4
ClHNO (ωB97M-V with the def2-TZVPD basis set)
O 0.4651 -0.3723 1.2798
N 0.1495 -0.5040 0.0572
Cl -1.3644 0.9051 -0.5404
H 0.7498 -0.0288 -0.7966
```

ΔE to the lowest compared entry with this formula, charge and spin in kcal/mol: 22.03
SMILES: [O-]NCl
Charge: -1

How positive or negative is each atom? The Löwdin charges in e answer that: number 1, O, carries -0.332; number 2, N, carries -0.466; number 3, Cl, carries -0.215; number 4, H, carries 0.013

***

HOMO readings, ordered: -8.66; -9.17; -9.44; -9.14; -9.55; -2.88 eV
Gap between HOMO and LUMO readings, ordered: 9.0; 9.5; 9.6; 8.0; 10.3; 7.8 eV
F_max readings, ordered: 0.06967; 0.08787; 0.06134; 0.01164; 0.07802; 0.05782 hartree/bohr